175
Properties=species:S:1:pos:R:3 method="wB97M-V/def2-TZVPD" e_homo_ev=-8.79 spin_multiplicity=1 total_energy_ev=-169722.318 orbital_gap_ha=0.2835
S 6.804 4.052 0.632
P -4.269 -1.639 1.828
P 5.485 -1.371 4.424
O -5.873 -7.512 -2.121
O -3.202 4.726 -2.126
O 7.177 6.833 -0.978
O -4.584 10.110 -3.101
O -9.794 6.505 -1.347
O 6.535 -2.202 3.779
O -9.784 5.127 0.317
O -2.404 -5.415 1.899
O -2.780 0.379 -2.427
O 8.192 -5.404 1.101
O 1.634 1.047 -0.660
O 1.008 -3.212 1.501
O -4.863 9.226 -1.150
O -1.201 1.940 -0.418
O 6.591 -2.526 -0.260
O -9.313 -2.626 1.230
O -2.280 3.807 -0.418
O -8.062 4.420 3.195
O -9.199 4.805 -6.677
O -5.062 1.953 -4.980
O 10.654 -8.256 3.747
O 11.945 -1.237 -3.337
O -1.595 -4.114 0.222
O 10.625 -9.840 2.282
O 10.126 -4.550 0.658
O -8.330 2.770 1.830
O 5.221 -3.530 -1.591
O -1.820 -7.527 2.139
O 10.475 -2.713 -2.762
O -7.956 5.736 -5.184
O 7.232 5.237 -2.435
O -6.907 -6.046 -0.923
O -5.336 1.083 -3.017
O -9.154 -1.817 -0.764
N -5.945 -6.745 -1.186
N -5.396 1.055 -4.228
N -2.744 4.764 -0.998
N 4.915 -4.473 2.821
N 10.523 -8.679 2.616
N -9.357 -2.721 0.021
N 11.399 -1.957 -2.533
N -4.895 9.200 -2.367
N 7.086 6.399 -2.104
N -8.131 5.014 -6.145
N -5.860 1.865 1.410
N -9.256 5.716 -0.606
N 6.335 -3.261 -1.196
N -8.749 3.625 2.587
N 9.096 -4.613 1.300
N -4.522 -3.088 1.246
C 10.210 -7.679 1.559
C 2.191 -1.181 1.991
C -7.822 5.430 -0.828
C 5.208 3.772 -0.197
C -4.377 1.818 1.513
C -1.518 -1.747 1.615
C 6.763 7.381 -3.176
C -6.934 4.330 -6.713
C -1.734 -3.063 2.346
C 4.221 -0.788 3.241
C 2.963 -3.023 3.548
C 3.366 0.908 1.682
C 8.925 -3.645 2.414
C 0.007 -6.054 2.383
C 4.608 3.458 4.315
C 5.512 1.361 2.963
C -1.904 -4.226 1.362
C -2.646 -0.966 1.293
C -0.885 1.892 -1.816
C -5.923 -0.187 -4.856
C 3.491 -4.141 2.608
C -2.777 6.073 -0.299
C -10.222 3.701 2.800
C -2.529 0.248 0.599
C 5.134 2.470 3.879
C -1.416 0.708 -2.646
C -1.453 -6.388 2.146
C -0.535 -0.555 -2.639
C 1.257 0.444 0.318
C 3.517 2.287 1.032
C -0.140 -0.014 0.597
C 3.127 -1.636 2.928
C 2.301 0.067 1.360
C -3.828 1.020 0.297
C -4.762 -6.649 -0.289
C 4.316 0.474 2.621
C -1.260 0.743 0.226
C 7.492 -3.876 -1.901
C 11.879 -1.934 -1.126
C -0.273 -1.240 1.262
C 4.630 2.344 -0.041
C -5.359 7.940 -3.005
C 0.987 -2.007 1.591
C -9.685 -4.052 -0.559
H 4.162 2.075 -0.998
H 8.041 -4.464 -1.171
H 7.963 -3.822 2.884
H 7.119 -4.504 -2.702
H -4.585 -7.635 0.131
H -10.551 4.688 2.496
H -6.226 2.761 1.678
H -1.331 2.792 -2.258
H 3.402 -3.114 4.542
H 12.204 -2.940 -0.876
H 3.380 -3.789 1.574
H 0.184 1.989 -2.035
H 5.452 -4.014 2.092
H 7.554 8.125 -3.185
H 0.483 -6.987 2.695
H 12.698 -1.229 -1.040
H -6.281 1.114 1.936
H -4.977 -5.927 0.492
H 2.854 -5.031 2.668
H -10.400 3.534 3.859
H 9.274 -7.202 1.826
H -4.554 7.570 -3.634
H 5.975 1.772 2.062
H 8.105 -3.071 -2.294
H 0.477 -5.752 1.442
H -5.599 7.220 -2.232
H -5.311 -0.764 1.479
H 2.544 2.619 0.672
H -10.589 -3.937 -1.150
H 11.038 -1.630 -0.510
H 3.782 2.967 1.854
H -5.142 -0.584 -5.497
H -6.234 5.099 -7.027
H -4.051 2.856 1.386
H -0.868 -1.221 -1.832
H -6.239 8.180 -3.596
H 0.160 -5.324 3.182
H -4.235 -1.692 3.246
H -3.607 1.695 -0.531
H 5.005 -5.467 2.635
H 6.127 -0.264 5.020
H 0.520 -0.301 -2.515
H 1.885 -3.180 3.660
H -2.555 -2.993 3.066
H 4.910 -2.118 5.472
H 5.377 1.582 0.193
H -7.273 6.363 -0.725
H 8.966 -2.647 1.989
H -3.820 6.371 -0.233
H -4.048 1.422 2.483
H -2.204 6.779 -0.894
H -6.508 3.705 -5.933
H 10.122 -8.193 0.609
H 6.302 0.798 3.462
H -8.846 -4.353 -1.179
H -1.362 1.055 -3.696
H -2.341 5.963 0.688
H -0.829 -3.270 2.931
H -7.712 5.020 -1.829
H 6.606 3.873 1.958
H -7.254 3.730 -7.557
H -5.387 -3.064 0.711
H 5.806 7.831 -2.929
H -6.176 -0.889 -4.070
H -3.329 1.095 -2.779
H 11.025 -6.962 1.536
H -0.663 -1.094 -3.582
H -4.554 0.300 -0.088
H 6.713 6.856 -4.123
H 5.394 3.976 -1.254
H 4.455 4.475 0.179
H -10.699 2.935 2.201
H 4.051 4.195 4.854
H -3.920 -6.324 -0.893
H -6.803 0.087 -5.432
H -7.502 4.713 -0.079
H 9.738 -3.808 3.118
H -9.839 -4.756 0.251


165
Properties=species:S:1:pos:R:3 method="wB97M-V/def2-TZVPD" e_homo_ev=-8.26 smiles="CCCCCCCc1c(OCCNC[C@@H](C)O)c(B(O)CC)c(CN)c2c1C(=O)C(I)=C(CCc1ccccc1)C2=O.C[N+](=O)[O-].C[N+](=O)[O-].C[N+](=O)[O-].C[N+](=O)[O-].C[N+](=O)[O-].C[N+](=O)[O-].C[N+](=O)[O-].C[N+](=O)[O-].C[N+](=O)[O-].C[N+](=O)[O-].C[N+](=O)[O-]" spin_multiplicity=1 total_energy_ev=-130308.996 orbital_gap_ha=0.2907
I 1.308 2.118 4.664
O 10.187 -5.799 -3.455
O 2.714 1.115 2.011
O -4.151 -7.065 6.580
O 4.168 -5.133 -2.378
O 0.406 -2.913 3.122
O -7.897 -4.531 0.334
O -9.574 -5.431 -0.667
O 4.073 10.218 3.610
O 3.114 -4.016 -3.886
O 0.651 6.815 -6.559
O -8.983 -3.590 4.882
O 2.001 7.417 -0.318
O 0.044 3.968 -5.297
O 11.281 -6.131 -1.630
O -5.290 1.702 -0.098
O 2.862 11.271 2.175
O -2.928 -7.578 -2.351
O 6.284 -3.747 -5.952
O 1.412 4.028 -3.637
O -0.530 7.120 -8.332
O -3.874 -5.650 -2.522
O -7.265 -4.725 4.260
O -2.430 -1.570 -2.657
O 7.283 -4.620 -4.255
O -3.311 -5.719 8.042
O 2.019 9.055 -1.718
O 0.032 0.223 -2.491
N 10.300 -5.779 -2.247
N -3.416 -6.576 -1.882
N -8.437 -5.017 -0.643
N -3.262 -6.686 7.315
N -0.360 7.161 -7.137
N 1.823 8.577 -0.619
N 1.153 4.114 -4.817
N 7.050 -4.534 -5.447
N 4.023 -4.163 -3.095
N -8.421 -4.361 4.136
N -3.021 1.278 -1.892
N -2.324 -2.902 1.668
N 3.875 11.123 2.835
C 0.149 -0.267 -1.201
C 9.144 -5.281 -1.450
C 2.260 4.423 -5.758
C 1.677 1.651 -0.678
C 3.197 1.480 -0.726
C -4.695 4.021 0.130
C -1.260 -3.214 0.702
C 3.553 3.718 0.583
C 1.020 0.446 3.446
C 0.382 -0.657 3.819
C -1.469 7.670 -6.285
C -4.584 -1.537 4.617
C 3.629 6.362 2.239
C 4.003 2.770 -0.542
C 0.327 -1.762 2.796
C -0.946 -1.909 5.778
C 0.244 -1.290 1.351
C 0.489 -4.069 -2.195
C -4.138 -3.800 5.280
C 1.660 0.546 2.116
C -4.178 2.597 -0.148
C -0.183 -0.706 5.227
C -0.524 -1.434 -0.916
C 5.040 -3.088 -2.985
C -3.553 2.578 -1.526
C -9.187 -4.922 2.992
C -5.013 -2.837 4.828
C 4.095 4.972 2.677
C 0.918 0.406 -0.268
C -3.454 -6.474 -0.395
C 1.332 9.478 0.459
C -0.889 -3.562 -2.637
C -2.822 -3.470 5.543
C -3.267 -1.205 4.912
C 0.930 -0.123 1.019
C -2.005 -7.485 7.312
C -2.387 -2.163 5.378
C -7.646 -5.117 -1.895
C 4.675 4.119 1.529
C 7.777 -5.483 -6.331
C -0.489 -1.969 0.372
C 4.959 12.130 2.678
C -2.102 1.378 -3.046
C -0.679 1.476 -2.560
B -1.308 -2.144 -2.086
H 4.024 3.340 -1.468
H 9.487 -4.423 -0.880
H 6.006 -3.542 -3.237
H -2.965 -0.178 4.773
H -2.262 -8.496 7.614
H 5.039 2.494 -0.353
H -4.035 -7.313 -0.026
H -5.824 1.901 -0.873
H -1.043 -3.637 -3.713
H -4.340 2.883 -2.235
H -2.433 -1.899 1.707
H -7.596 -6.170 -2.160
H -8.174 -4.548 -2.655
H 8.839 -5.305 -6.190
H -4.813 4.571 -0.804
H -0.386 -2.830 5.690
H 2.060 9.459 1.256
H 5.844 11.603 2.334
H -1.010 -1.701 6.848
H 1.348 2.452 -0.017
H 1.383 1.947 -1.670
H -2.297 -1.544 -3.610
H 3.177 4.523 -5.189
H 3.521 6.460 1.164
H 2.747 3.329 1.193
H 8.351 -5.006 -2.134
H 3.558 0.707 -0.066
H -6.046 -3.132 4.657
H 4.638 12.871 1.956
H -9.204 -6.001 3.123
H 2.658 6.593 2.665
H -2.254 0.593 -3.773
H -5.265 -0.792 4.241
H -4.499 -4.805 5.424
H 3.428 1.120 -1.731
H 1.996 5.352 -6.258
H -0.561 -3.920 1.145
H -1.310 -7.032 8.007
H 4.783 -2.297 -3.679
H -1.093 8.534 -5.746
H 0.377 9.086 0.797
H 5.021 -2.730 -1.959
H -1.740 6.872 -5.600
H -6.659 -4.714 -1.712
H 5.095 3.238 2.008
H 5.129 12.578 3.652
H -3.771 0.633 -2.090
H -3.472 2.349 0.634
H 4.321 7.132 2.571
H -3.204 -3.321 1.412
H -1.637 -4.227 -2.196
H -5.665 3.997 0.609
H -2.315 2.322 -3.556
H 0.644 -0.504 5.903
H 0.514 -5.149 -2.333
H 1.224 10.476 0.052
H -2.298 7.937 -6.929
H -1.614 -7.471 6.299
H 5.427 4.733 1.035
H 7.475 -5.293 -7.354
H 2.327 3.602 -6.466
H 0.681 -3.903 -1.142
H -2.128 -4.216 5.894
H -0.639 2.007 -1.618
H 3.211 4.429 3.007
H -10.190 -4.512 3.018
H -3.996 4.602 0.723
H 3.170 4.624 0.118
H 7.509 -6.487 -6.019
H 8.832 -6.085 -0.791
H -0.131 2.098 -3.264
H -8.674 -4.665 2.064
H -1.663 -3.695 -0.184
H 1.276 -3.674 -2.828
H -3.915 -5.530 -0.127
H -0.828 0.164 5.297
H 4.765 4.993 3.533
H -2.780 3.342 -1.559
H -2.429 -6.526 -0.040


142
Properties=species:S:1:pos:R:3 method="wB97M-V/def2-TZVPD" e_homo_ev=-8.08 smiles="C[C@H](Br)C[C@]1(CC(=O)N(C)C)C[C@](CCCCS(=O)(=O)Cl)(C[C@@H](C)Br)OS(=O)(=O)[C@@H]1P(C)C.CCCC#N.CCCC#N.CCCC#N.CCCC#N.CCCC#N.CCCC#N" spin_multiplicity=1 total_energy_ev=-253190.226 orbital_gap_ha=0.3025
Br -2.085 4.747 -1.694
Br 1.760 -1.108 1.876
Cl -5.782 1.521 1.461
S -4.144 0.322 1.346
S 1.650 2.097 -3.366
P 2.004 -0.657 -4.267
O 2.736 2.980 -3.655
O 0.975 2.701 -2.076
O -4.469 -0.906 2.008
O -3.768 0.302 -0.035
O 4.645 -0.036 0.671
O 0.625 1.888 -4.345
N 5.665 5.084 -1.320
N 9.472 1.395 -0.329
N -4.382 1.892 4.954
N -4.064 0.477 -5.597
N 5.283 1.051 -1.264
N -8.965 -6.051 0.277
N 1.387 -5.267 1.230
C 0.194 -2.535 -0.001
C 1.964 5.182 -0.832
C 10.265 0.864 0.303
C 0.011 1.926 -1.280
C 0.466 -4.510 4.770
C -6.192 -0.879 -4.942
C -1.338 2.563 0.888
C -1.340 1.906 -2.015
C -5.984 -1.015 6.035
C -8.221 -4.784 2.432
C -7.909 -3.310 2.150
C -5.225 1.119 5.013
C 0.341 -1.390 -4.112
C 1.563 -5.734 2.260
C -5.002 -0.117 -5.319
C 0.649 -6.006 4.547
C -6.773 -3.124 1.154
C 2.894 1.091 -0.487
C 5.824 -0.120 -1.995
C 0.491 0.473 -1.086
C -8.633 -5.497 1.223
C 4.742 5.317 -1.957
C -3.165 2.786 -3.430
C 11.263 0.173 1.119
C 2.331 0.511 -2.848
C 11.452 2.090 2.783
C 4.324 0.605 -0.277
C 6.395 1.721 -0.548
C -7.390 0.036 -4.665
C -2.947 1.219 2.298
C 2.400 6.138 -1.933
C -7.127 1.013 -3.525
C -4.687 -1.751 5.722
C 1.796 -6.321 3.578
C 1.644 -2.036 0.153
C 11.194 0.601 2.590
C 1.972 0.167 -1.352
C 3.227 -2.026 -4.130
C -1.560 1.234 1.620
C -0.043 2.657 0.078
C -6.277 0.105 5.030
C 2.220 -1.327 -1.093
C 3.555 5.575 -2.770
C -1.829 3.126 -2.781
H -7.651 -2.830 3.097
H 1.562 6.337 -2.603
H -0.057 -2.652 -1.060
H -1.291 3.348 1.653
H 7.017 1.014 0.009
H 5.706 -1.055 -1.434
H 3.833 6.272 -3.562
H -4.524 -2.561 6.433
H 10.214 0.340 2.991
H 0.862 -6.501 5.496
H 0.136 -3.508 0.486
H 2.775 5.005 -0.122
H 7.012 2.236 -1.283
H -6.822 -1.713 6.017
H -3.046 1.921 -4.089
H 3.290 -1.539 -1.170
H 2.466 1.265 0.499
H -2.110 1.525 -1.340
H 3.851 -1.990 -3.236
H -6.558 -2.068 1.007
H -3.872 2.489 -2.645
H -7.640 0.585 -5.575
H -8.008 1.627 -3.333
H 6.896 0.027 -2.144
H -1.489 0.394 0.927
H -9.024 -4.879 3.164
H -1.241 1.158 -2.810
H -1.109 3.410 -3.544
H -0.334 -4.324 5.486
H 2.698 7.095 -1.499
H 0.780 2.312 0.711
H 2.721 -2.994 -4.175
H 3.265 4.632 -3.240
H -6.877 0.485 -2.603
H -0.537 -1.857 0.443
H -0.275 -6.441 4.161
H 1.916 -7.398 3.450
H 3.412 0.678 -2.869
H -7.220 0.604 5.261
H 12.430 2.375 2.391
H 1.378 -4.054 5.159
H 11.426 2.351 3.841
H -0.387 -0.583 -4.010
H -4.709 -2.179 4.718
H -2.220 2.791 0.287
H 1.118 5.590 -0.277
H 0.151 -1.884 -5.068
H 12.250 0.392 0.704
H -0.819 1.119 2.416
H 2.254 -2.928 0.297
H 0.206 -3.999 3.841
H -3.828 -1.080 5.783
H 0.306 0.214 -0.041
H -6.301 1.685 -3.764
H -3.598 3.633 -3.961
H 0.150 3.717 -0.112
H 3.882 -1.945 -5.000
H 5.376 -0.211 -2.988
H 1.759 -1.897 -1.906
H 0.184 -2.124 -3.314
H 10.695 2.690 2.275
H -3.321 2.242 2.391
H 11.932 0.021 3.147
H -8.812 -2.820 1.781
H 5.985 2.460 0.143
H -7.340 -5.287 2.838
H -5.948 -1.462 -4.051
H -2.955 0.785 3.296
H 2.986 2.061 -0.982
H -5.941 -0.594 7.042
H -0.129 -0.214 -1.672
H 1.663 4.223 -1.255
H -6.412 -1.581 -5.748
H -8.250 -0.592 -4.426
H -6.354 -0.304 4.019
H -7.027 -3.554 0.184
H -5.855 -3.598 1.508
H 11.092 -0.899 1.020
H 2.738 -5.924 3.961


| no. | F_max (hartree/bohr) |
| --- | --- |
| 1 | 0.045 |
| 2 | 0.030 |
| 3 | 0.031 |